The following is a DFT calculation (ωB97M-V with the def2-TZVPD basis set) of a molecular structure, C14H30FIInO5S2.

The value obtained for the total energy is -62905.969 eV. The net charge is -1. The calculation puts the energy above the lowest of the compared OMol25 structures with the same formula, charge and spin at 0.0 kJ/mol.

XYZ file:
```
54
Properties=species:S:1:pos:R:3:forces:R:3:mulliken_charge:R:1
C -1.264 -1.301 4.676 -0.1 0.0 0.2 -1.259
C -1.134 -1.177 3.165 0.1 -0.2 -0.3 0.743
F -2.472 -1.344 2.612 0.0 0.0 0.2 -0.390
C -0.538 0.090 2.659 -0.2 0.0 -0.1 -1.101
In 1.596 0.366 3.163 -0.1 0.1 0.3 0.850
I 2.924 -1.282 1.284 0.0 -0.1 -0.2 -0.542
C 2.385 2.404 3.000 0.1 0.1 -0.1 -1.225
C 1.963 3.278 1.806 -0.1 -0.2 0.0 -0.048
C 0.618 2.867 1.235 0.0 0.1 -0.1 -0.006
O 0.291 3.701 0.114 -0.2 0.1 0.1 -0.554
H -0.671 -0.546 5.195 0.0 0.0 -0.1 0.272
H -0.936 -2.277 5.043 -0.1 0.0 -0.1 0.268
H -2.312 -1.171 4.957 0.1 0.0 0.0 0.342
H -0.604 -2.033 2.735 0.0 0.0 0.1 0.214
H -1.101 0.953 3.037 0.0 -0.1 0.0 0.324
H -0.609 0.092 1.566 0.0 0.1 0.1 0.160
H 1.946 -0.324 4.739 0.1 -0.1 0.0 -0.412
H 2.157 2.889 3.957 0.0 0.0 -0.1 0.327
H 3.470 2.264 2.979 0.0 0.1 0.1 0.401
H 2.710 3.173 1.016 -0.1 0.1 0.0 -0.065
H 1.891 4.343 2.058 0.1 -0.1 0.1 0.294
H -0.167 2.934 1.998 0.1 0.0 0.0 0.446
H 0.666 1.820 0.907 0.0 0.1 0.1 -0.235
H -0.668 3.776 0.054 0.2 -0.1 0.0 0.325
C -3.228 -3.785 -0.766 0.0 0.0 0.0 -0.717
C -2.285 -3.841 -1.975 0.0 0.0 0.0 -0.641
C -2.466 -2.532 -2.744 0.0 0.0 0.0 -0.596
S -2.960 -1.296 -1.518 -0.1 -0.1 -0.1 1.065
O -4.307 -0.872 -1.826 0.0 0.0 0.0 -0.719
O -1.924 -0.307 -1.376 0.1 0.0 0.0 -0.498
C -3.012 -2.421 -0.125 0.1 0.1 0.0 -0.448
H -3.019 -4.583 -0.054 0.0 0.0 0.0 0.340
H -4.265 -3.887 -1.093 0.0 0.0 0.0 0.324
H -1.253 -3.928 -1.628 0.0 0.0 0.0 0.306
H -2.493 -4.700 -2.613 0.0 0.0 0.0 0.349
H -1.562 -2.167 -3.226 0.0 0.0 0.0 0.237
H -3.278 -2.584 -3.468 0.0 0.0 0.0 0.354
H -3.802 -2.088 0.544 0.0 0.0 0.0 0.452
H -2.057 -2.352 0.394 0.0 0.0 0.0 0.141
C 1.044 0.480 -3.051 0.0 0.0 0.0 -0.322
C 2.436 0.199 -3.634 0.0 0.0 0.0 -0.774
C 3.229 1.508 -3.575 0.0 0.0 0.0 -0.766
S 2.551 2.435 -2.174 -0.2 -0.2 0.0 1.255
O 1.955 3.643 -2.690 0.1 0.0 -0.1 -0.706
O 3.521 2.490 -1.114 0.3 0.2 0.0 -0.699
C 1.277 1.249 -1.760 0.0 0.1 0.1 0.008
H 0.489 -0.439 -2.862 0.0 0.0 0.0 -0.029
H 0.460 1.089 -3.746 0.0 0.0 0.0 0.371
H 2.934 -0.558 -3.026 0.0 0.0 0.0 0.322
H 2.381 -0.178 -4.656 0.0 0.0 0.0 0.399
H 4.292 1.371 -3.389 0.0 0.0 0.0 0.370
H 3.081 2.130 -4.456 0.0 0.0 0.0 0.327
H 0.432 1.814 -1.376 0.0 0.0 -0.1 0.386
H 1.687 0.614 -0.970 0.0 0.0 0.0 -0.217
```
Positions in Å, forces in eV/Å.

=====

The following is a DFT calculation (ωB97M-V with the def2-TZVPD basis set) of a molecular structure, C24H26As2N3RuSSe.

The value obtained for the total energy is -230219.068 eV. The expectation value of S² is 0.76. Its spin multiplicity is 2. The calculation puts the energy above the lowest of the compared OMol25 structures with the same formula, charge and spin at 60.3 kJ/mol.

XYZ file:
```
58
Properties=species:S:1:pos:R:3:forces:R:3:mulliken_spin:R:1
Ru 0.137 1.069 -0.354 0.0 0.1 0.2 0.794
C 2.835 -1.798 0.317 -0.1 -0.1 -0.2 0.008
As 2.413 0.084 0.473 -0.5 0.4 -0.3 0.011
C 4.090 0.891 -0.051 0.1 0.0 -0.1 0.006
C 2.513 0.283 2.408 0.2 0.0 -0.1 -0.011
C 3.723 0.250 3.092 0.0 -0.1 0.0 0.001
C 3.754 0.475 4.461 -0.1 0.0 0.0 -0.001
C 2.575 0.735 5.148 0.0 0.0 0.0 0.001
C 1.367 0.762 4.466 0.0 -0.1 0.1 0.002
C 1.342 0.518 3.100 0.0 0.3 0.2 0.015
As -0.250 0.612 2.039 0.0 -1.0 -0.4 -0.024
C -1.555 1.463 3.167 0.0 0.4 -0.1 0.002
C -0.888 -1.221 2.103 -0.1 0.0 0.1 -0.004
H 3.667 -2.039 0.977 0.0 0.0 0.0 0.001
H 3.102 -2.010 -0.718 0.0 0.0 0.0 0.000
H 1.962 -2.393 0.577 0.0 0.0 0.0 0.000
H 4.925 0.269 0.269 0.0 0.0 0.0 0.001
H 4.159 1.883 0.391 0.0 0.0 0.0 0.000
H 4.100 0.993 -1.133 0.0 0.0 0.0 0.000
H 4.649 0.067 2.559 0.0 0.0 0.0 0.000
H 4.700 0.467 4.987 0.0 0.0 0.0 0.000
H 2.597 0.927 6.213 0.0 0.0 0.0 0.000
H 0.454 0.979 5.006 0.0 0.0 0.0 0.000
H -1.716 0.841 4.045 0.0 0.0 0.0 -0.001
H -2.481 1.555 2.606 0.0 0.0 0.0 0.000
H -1.211 2.456 3.448 0.0 0.0 0.0 0.000
H -0.905 -1.598 3.125 0.0 0.0 0.0 -0.001
H -0.257 -1.842 1.472 0.0 0.0 0.0 0.000
H -1.894 -1.234 1.683 0.0 0.0 0.0 0.001
Se 1.743 3.041 -1.244 0.1 0.3 0.2 0.194
C 1.489 3.185 0.560 0.2 0.5 0.1 -0.040
N 1.351 3.272 1.711 -0.1 0.0 0.0 0.052
C -3.918 4.073 -4.184 0.0 0.0 0.0 0.000
C -2.849 3.257 -3.524 0.0 0.0 0.0 -0.001
C -1.636 2.982 -4.157 0.0 0.0 0.0 0.003
C -0.690 2.291 -3.432 0.0 -0.1 0.0 -0.003
N -0.947 1.878 -2.197 0.8 -0.5 -0.1 0.033
C -2.139 2.154 -1.676 -0.5 0.0 -0.1 -0.005
S -2.281 1.540 -0.071 0.5 0.0 0.0 -0.002
N -3.103 2.833 -2.287 0.1 0.0 0.0 0.001
H -3.724 4.204 -5.247 0.0 0.0 0.0 0.000
H -3.959 5.055 -3.712 0.0 0.0 0.0 0.000
H -4.888 3.599 -4.042 0.0 0.0 0.0 0.000
H -1.437 3.309 -5.167 0.0 0.0 0.0 0.000
H 0.291 2.061 -3.829 0.0 0.0 0.0 -0.004
C -0.009 -0.732 -1.180 -1.0 0.2 1.0 0.031
C -0.578 -1.792 -1.359 0.4 -0.4 -0.4 -0.060
C -1.177 -3.073 -1.619 0.0 0.2 0.0 -0.002
C -2.565 -3.177 -1.747 0.0 0.0 0.0 0.001
C -3.158 -4.408 -1.979 0.0 0.0 0.0 0.000
C -2.377 -5.551 -2.090 0.0 0.0 0.0 0.000
C -0.998 -5.456 -1.969 0.0 0.0 0.0 0.000
C -0.400 -4.228 -1.732 0.0 0.0 0.0 -0.001
H -3.164 -2.280 -1.658 0.0 0.0 0.0 0.000
H -4.234 -4.476 -2.078 0.0 0.0 0.0 0.000
H -2.843 -6.512 -2.268 0.0 0.0 0.0 0.000
H -0.385 -6.344 -2.062 0.0 0.0 0.0 0.000
H 0.675 -4.148 -1.635 0.0 0.0 0.0 0.000
```
Positions in Å, forces in eV/Å.

=====

The following is a DFT calculation (ωB97M-V with the def2-TZVPD basis set) of 10 unconnected molecules or ions with the total composition C35H92Cl3N9O9.

The value obtained for the total energy is -107185.650 eV. The expectation value of S² is 0.75. The net charge is -1. Its spin multiplicity is 2.

XYZ file:
```
148
Properties=species:S:1:pos:R:3:forces:R:3:mulliken_spin:R:1
C 0.678 1.020 -0.645 1.2 0.8 -0.2 0.214
Cl 1.135 0.043 0.778 0.9 -1.5 2.1 0.305
Cl -0.479 2.322 -0.237 -1.5 1.9 0.4 0.267
Cl 0.163 0.047 -2.043 -0.5 -1.3 -2.1 0.241
H 1.616 1.519 -0.886 -0.1 0.1 -0.4 -0.077
C -5.770 -0.391 5.721 1.1 0.9 -0.6 0.000
C -5.225 0.491 4.550 -1.1 -0.9 1.5 -0.001
C -3.797 0.236 4.130 -0.1 -1.1 1.5 0.007
O -3.400 1.296 3.385 0.2 2.3 -1.6 -0.010
C -2.072 1.267 2.898 0.4 -0.9 0.5 -0.028
N -6.109 0.367 3.434 -0.1 0.1 -0.7 0.000
H -5.175 -0.075 6.578 0.0 -0.5 0.4 0.000
H -5.700 -1.462 5.531 0.0 0.1 0.0 0.000
H -6.798 -0.099 5.937 -0.1 -0.1 -0.1 0.000
H -5.323 1.507 4.933 0.7 0.4 0.3 0.000
H -3.645 -0.722 3.633 -0.4 -0.3 -0.5 -0.001
H -3.187 0.126 5.027 0.3 0.2 0.5 0.003
H -1.935 0.411 2.237 0.1 -0.1 -0.2 -0.008
H -1.408 1.141 3.753 0.3 -0.1 0.2 0.000
H -1.730 2.154 2.365 -0.8 0.1 0.0 0.038
H -6.993 0.767 3.716 -0.4 -0.1 -0.2 0.000
H -5.721 1.024 2.773 -0.3 -0.1 -0.8 0.001
C -3.490 -3.373 -5.052 1.8 -1.1 0.1 0.004
C -3.570 -3.576 -3.498 1.2 1.7 -2.1 -0.002
C -2.243 -3.122 -2.825 0.9 -0.4 -0.8 -0.061
O -1.153 -3.992 -3.126 1.8 -0.9 -0.5 -0.003
C 0.165 -3.390 -3.588 -2.7 -0.5 1.0 0.093
N -4.649 -2.710 -3.029 -0.6 -1.1 0.5 0.002
H -2.806 -4.146 -5.404 0.0 -0.3 -0.3 0.000
H -2.959 -2.485 -5.394 -0.3 0.6 0.5 -0.002
H -4.404 -3.484 -5.635 -0.3 0.0 0.5 0.000
H -3.836 -4.630 -3.417 0.3 0.0 0.9 0.002
H -2.298 -3.033 -1.740 -0.5 0.2 -0.1 0.003
H -1.948 -2.162 -3.249 -0.5 0.5 0.2 0.022
H -0.056 -3.010 -4.585 0.5 0.4 0.1 -0.016
H 0.932 -4.164 -3.628 -0.4 -0.3 0.0 -0.002
H 0.464 -2.658 -2.837 0.0 0.4 -0.4 -0.020
H -4.797 -1.992 -3.723 0.1 0.3 0.0 0.001
H -5.383 -3.379 -3.214 -1.2 0.6 0.5 0.000
C 2.883 -5.180 -0.746 -0.5 -0.8 1.2 0.002
C 2.609 -3.662 -0.567 2.3 -1.6 -1.6 -0.018
C 3.030 -3.195 0.825 0.3 -1.1 -0.5 -0.049
O 4.398 -3.653 1.121 -1.0 0.0 -1.7 0.001
C 4.846 -3.327 2.399 -0.1 1.0 -0.3 -0.007
N 3.397 -3.021 -1.655 -0.9 0.8 0.5 0.001
H 3.884 -5.488 -0.445 0.3 0.4 -0.5 0.000
H 2.623 -5.572 -1.730 0.2 0.4 -0.3 0.000
H 2.289 -5.819 -0.092 -0.5 0.1 0.4 0.000
H 1.550 -3.557 -0.799 0.0 0.8 0.5 0.006
H 2.322 -3.772 1.419 0.0 0.4 0.9 -0.031
H 2.901 -2.117 0.923 0.1 0.0 0.3 0.067
H 4.222 -3.859 3.117 0.2 0.3 0.6 -0.002
H 4.846 -2.239 2.463 -0.7 0.3 0.8 0.016
H 5.916 -3.490 2.526 -0.1 -1.0 -0.2 -0.001
H 4.384 -3.220 -1.577 0.0 -0.3 0.2 0.000
H 3.056 -3.405 -2.525 0.2 0.1 -0.2 0.000
C 2.097 2.911 -6.680 -0.3 1.1 0.0 0.003
C 2.472 3.303 -5.238 -2.0 0.1 -2.1 -0.002
C 1.406 2.777 -4.271 -0.6 0.5 0.2 -0.017
O 0.024 3.136 -4.483 0.0 0.9 -0.8 -0.003
C -0.216 4.535 -4.533 0.6 0.2 1.1 0.004
N 3.767 2.740 -5.000 0.1 0.1 0.4 0.000
H 1.932 1.836 -6.747 0.5 -0.1 -0.3 -0.002
H 2.841 3.367 -7.333 0.5 -0.9 -0.2 0.000
H 1.201 3.386 -7.082 -0.5 0.0 0.6 0.001
H 2.507 4.392 -5.241 0.2 0.1 0.4 0.001
H 1.726 3.110 -3.284 -0.2 -0.3 0.4 -0.010
H 1.317 1.693 -4.347 0.5 -0.1 0.3 0.034
H -1.257 4.848 -4.460 -0.3 -0.9 -0.5 -0.001
H 0.263 5.059 -5.360 0.0 -0.2 -0.3 0.000
H 0.169 4.994 -3.623 0.5 0.1 0.3 0.003
H 3.926 2.848 -4.008 0.5 -0.2 0.4 0.000
H 3.623 1.755 -5.173 0.5 -0.4 0.1 0.001
C -2.961 -0.591 -0.432 -1.3 2.2 1.2 -0.031
C -4.345 -0.715 0.288 0.5 -0.5 -1.3 0.000
C -5.487 0.161 -0.399 1.8 -1.1 0.8 0.003
O -6.587 0.081 0.432 -1.5 -0.1 0.1 0.000
C -7.767 0.667 -0.088 0.6 -0.3 0.4 0.000
N -4.646 -2.151 0.275 -1.3 0.1 -0.3 0.000
H -3.012 -0.781 -1.504 0.0 -0.3 0.2 0.011
H -2.185 -1.147 0.095 -0.1 -0.2 -0.3 0.013
H -2.749 0.468 -0.288 0.8 0.2 -0.4 0.014
H -4.294 -0.444 1.343 0.2 0.5 -0.1 -0.002
H -5.707 -0.235 -1.391 0.0 -0.2 -0.3 0.002
H -5.191 1.205 -0.502 0.4 0.2 -0.1 0.002
H -7.666 1.752 -0.120 -0.2 0.3 0.2 0.000
H -8.567 0.327 0.570 -0.1 0.3 0.0 0.000
H -8.001 0.357 -1.107 0.1 -0.3 -0.2 0.000
H -4.844 -2.325 -0.700 -0.3 -0.5 -0.4 0.000
H -3.764 -2.626 0.407 0.1 -0.1 0.4 0.000
C -0.770 -2.507 2.193 -0.5 0.0 0.6 0.047
C -1.285 -3.904 1.881 2.6 -0.3 0.4 -0.005
C -1.837 -4.670 3.111 -0.3 1.1 -0.9 0.000
O -0.920 -4.986 4.114 1.3 -0.7 0.1 0.000
C 0.098 -5.934 3.785 0.5 0.3 0.8 0.001
N -2.156 -3.795 0.749 -1.2 -0.7 -0.2 -0.001
H -1.676 -1.924 2.359 0.0 0.4 0.2 -0.009
H -0.222 -2.016 1.389 -0.1 -0.3 -0.2 -0.042
H -0.150 -2.454 3.089 0.0 -0.1 0.1 0.011
H -0.428 -4.507 1.579 0.5 -0.2 -0.1 0.001
H -2.274 -5.612 2.779 -0.7 0.1 -0.2 0.000
H -2.509 -3.950 3.577 -0.6 -0.6 0.2 0.000
H 0.619 -6.188 4.708 0.0 0.5 0.3 0.000
H 0.848 -5.535 3.101 -0.1 0.1 -0.2 0.000
H -0.173 -6.940 3.463 -1.0 0.1 -0.6 0.000
H -1.638 -3.874 -0.114 0.2 0.1 0.0 0.000
H -2.786 -4.584 0.752 -0.4 -0.2 -0.2 0.000
C 4.225 1.021 3.110 -0.1 -1.2 -0.4 -0.061
C 4.464 2.446 2.658 -0.8 -0.3 -1.3 -0.004
C 3.222 3.357 2.877 1.6 -0.2 1.0 0.006
O 2.052 2.875 2.258 1.6 -0.3 -0.5 -0.026
C 0.998 3.457 2.937 -1.1 0.5 -0.5 -0.022
N 5.769 2.974 3.054 -0.1 0.3 0.8 0.004
H 3.273 0.669 2.713 -0.4 0.3 0.2 0.067
H 4.293 0.683 4.145 0.0 0.9 0.4 -0.004
H 4.877 0.317 2.594 0.6 0.2 -0.2 -0.004
H 4.503 2.355 1.572 -0.4 -0.2 -0.3 0.012
H 3.471 4.379 2.591 0.0 0.3 -0.6 0.001
H 3.064 3.473 3.949 -0.1 -0.3 0.4 -0.001
H 0.078 3.382 2.357 0.1 -0.5 0.0 0.050
H 1.188 4.530 2.973 -0.1 0.3 0.7 -0.003
H 0.905 2.965 3.906 -0.3 0.4 0.3 -0.005
H 6.028 3.810 2.549 -0.4 0.3 -0.1 0.000
H 6.485 2.312 2.792 0.0 -0.3 0.2 -0.001
C 3.067 6.731 0.805 -1.7 0.7 1.6 0.001
O 3.422 7.574 1.647 0.1 -1.3 -1.6 0.000
N 1.742 6.479 0.520 1.4 0.1 -0.6 -0.007
C 1.404 5.355 -0.379 -0.8 0.0 0.7 -0.052
C 0.704 7.245 1.168 -1.2 -0.2 0.4 0.007
H 3.690 5.995 0.273 0.4 0.4 0.1 0.002
H 0.460 4.923 -0.046 0.0 0.0 0.2 0.038
H 2.118 4.535 -0.303 0.2 0.2 -0.1 0.017
H 1.221 5.612 -1.423 0.4 0.4 0.0 -0.002
H 1.001 8.194 1.613 0.5 -0.3 -0.3 0.001
H -0.168 7.428 0.540 0.4 0.2 -0.7 -0.003
H 0.215 6.671 1.955 0.3 -0.3 0.5 0.000
C 4.344 2.129 -1.149 -1.0 0.5 -0.7 -0.022
O 3.599 2.845 -1.827 0.7 0.1 0.6 -0.002
N 4.474 0.818 -1.347 -0.7 -0.8 0.0 0.017
C 5.289 0.007 -0.438 0.3 0.1 -0.8 0.001
C 3.655 0.154 -2.419 0.4 0.2 0.6 -0.019
H 4.928 2.526 -0.304 0.1 0.0 -0.2 0.006
H 6.196 -0.272 -0.974 0.1 -0.4 0.0 0.000
H 4.779 -0.901 -0.117 -0.2 0.2 0.0 -0.001
H 5.636 0.580 0.423 -0.4 0.1 0.0 0.003
H 3.183 0.910 -3.047 0.5 0.0 0.1 -0.001
H 4.310 -0.516 -2.975 0.0 0.1 -0.2 -0.002
H 2.826 -0.446 -2.045 0.3 0.0 0.5 0.027
```
Positions in Å, forces in eV/Å.